[1]
23
Properties=species:S:1:pos:R:3 method="wB97M-V/def2-TZVPD" gap_ev=10.15 largest_force_ev_per_a=2.67 e_homo_ev=-9.34
H -1.729 -0.806 -1.478
H 1.230 0.781 -3.145
C -0.316 -0.751 0.989
C -1.364 0.230 -1.460
O -2.063 1.174 -1.813
C -1.773 -1.221 0.964
H -0.672 1.220 1.846
C 0.660 -0.225 -0.269
H 0.088 2.043 -2.689
C 0.800 1.313 -2.291
H 2.428 -1.248 0.361
H -2.473 -0.399 0.786
C 2.122 -0.230 0.094
H 1.581 1.895 -1.789
H -0.655 -0.100 3.052
H -1.922 -2.026 0.238
C 0.138 0.339 -1.361
H 0.248 -1.643 1.294
C -0.195 0.275 2.131
H 2.742 0.094 -0.749
H 0.843 0.474 2.411
H -2.059 -1.621 1.944
H 2.342 0.433 0.933

[2]
23
Properties=species:S:1:pos:R:3 method="wB97M-V/def2-TZVPD" gap_ev="7.41 / 7.41" largest_force_ev_per_a=0.79 e_homo_ev="-6.98 / -6.99"
C 0.522 1.252 -2.701
C 0.239 0.985 -1.551
H -0.781 2.406 2.396
H -2.332 -0.833 -1.286
C -1.436 -1.442 -1.393
H -1.656 -2.460 -1.047
H 0.780 1.445 -3.711
H 1.521 1.464 2.335
H 1.807 -1.137 -0.137
H -1.216 0.828 3.053
H 0.851 -2.616 -0.280
C 1.000 -1.608 -0.687
H 1.432 -0.298 2.246
C -0.122 0.777 1.178
H 0.147 1.382 -0.419
C -0.295 -0.838 -0.629
O -0.705 -0.253 0.502
C 1.294 0.629 1.674
H 2.027 0.644 0.866
H 1.301 -1.703 -1.731
H -1.174 -1.494 -2.451
H -2.093 1.468 1.655
C -1.110 1.403 2.120

[3]
23
Properties=species:S:1:pos:R:3 method="wB97M-V/def2-TZVPD" gap_ev="6.52 / 7.43" largest_force_ev_per_a=5.84 multiplicity=3 e_homo_ev="-5.61 / -9.68"
H -1.982 -0.837 1.284
O 2.756 0.012 0.281
H 2.310 -0.479 2.288
H 1.540 -1.479 -1.257
C 1.975 -0.199 1.199
C -0.111 0.809 -0.083
H -2.021 -1.776 -0.257
H -1.107 2.646 0.151
H -0.985 -2.335 0.984
C -0.205 -0.647 -0.054
H -2.259 1.409 -0.285
C 0.677 1.546 -1.115
H 1.461 2.174 -0.900
H 0.019 2.147 -1.843
C 0.545 0.060 1.097
H 0.066 -0.086 2.148
H 1.109 0.759 -1.714
H -1.629 1.335 1.432
C 0.411 -1.480 -1.122
C -1.414 -1.358 0.544
H 0.194 -2.609 -0.965
H -0.040 -1.171 -2.161
C -1.311 1.557 0.346

[4]
24
Properties=species:S:1:pos:R:3 method="wB97M-V/def2-TZVPD" gap_ev="6.79 / 6.49" largest_force_ev_per_a=4.75 multiplicity=3 e_homo_ev="-5.99 / -8.61"
H 2.440 0.446 -0.764
H 0.915 -1.914 1.996
H 2.409 -1.856 0.954
H 0.870 0.683 -1.566
C -0.077 -1.855 -0.694
H -2.688 0.673 -2.043
H -0.562 -1.786 -1.654
C 0.659 -0.717 -0.007
C 1.582 -0.125 -1.108
P -0.314 0.854 2.396
C -1.593 0.898 -1.769
C -1.351 0.962 -0.245
H -1.048 0.083 -2.318
H 0.626 -2.721 -0.767
H -0.894 -2.234 -0.008
H 2.029 -0.740 -1.799
C 1.483 -1.223 1.253
H 2.012 -0.420 1.869
H -1.743 2.875 2.912
H 0.753 1.641 2.254
H -1.386 1.829 -2.157
P -2.306 2.147 0.651
C -0.311 0.333 0.441
C -1.506 2.166 2.173

[5]
23
Properties=species:S:1:pos:R:3 method="wB97M-V/def2-TZVPD" gap_ev="4.02 / 7.44" largest_force_ev_per_a=3.78 multiplicity=3 e_homo_ev="-3.11 / -9.41"
H -2.755 0.604 1.107
H 0.623 2.645 -1.419
C 1.242 -0.452 0.186
H 1.422 2.380 0.070
H 2.356 0.258 1.828
H -1.452 -1.027 1.379
H -1.224 -1.286 -1.698
C -2.763 -0.076 0.265
C -1.430 -0.643 0.403
C 0.625 0.607 -0.794
H -1.609 -2.636 -0.759
C 1.224 1.983 -0.844
H 2.240 2.118 -1.287
C 2.460 -0.448 1.078
H -0.258 1.187 1.090
H 3.366 -0.175 0.586
C -0.278 0.368 0.357
H 0.348 0.101 -1.714
C -1.064 -1.705 -0.645
H 2.597 -1.431 1.504
H -2.698 0.440 -0.644
S 0.711 -2.047 -0.490
H -3.684 -0.766 0.441

[6]
27
Properties=species:S:1:pos:R:3 method="wB97M-V/def2-TZVPD" gap_ev="4.85 / 7.86" largest_force_ev_per_a=3.27 multiplicity=3 e_homo_ev="-4.47 / -7.83"
H -1.846 1.256 5.048
C 0.213 2.267 -1.973
H -0.594 2.111 -3.954
P 0.241 -2.385 0.635
H -1.689 -0.511 5.026
C -0.395 -0.720 -2.070
H -1.012 -0.248 -4.029
H 1.331 0.691 5.515
H 0.153 -3.494 -0.253
H 1.718 1.558 3.991
C -0.432 0.462 2.771
H -0.628 -1.792 -2.186
O 0.487 0.485 1.900
N -0.121 0.541 4.064
C -0.600 0.157 -3.092
Au 0.201 -0.154 -0.276
H -1.506 0.365 2.537
C 0.522 1.756 -0.749
C -1.126 0.430 5.110
H 1.851 -0.216 4.054
H 0.390 3.335 -2.166
H 1.456 -2.616 1.337
H -0.766 -2.626 1.615
C -0.345 1.545 -3.052
H 0.956 2.401 0.030
C 1.286 0.648 4.428
H -0.610 0.464 6.074

[7]
31
Properties=species:S:1:pos:R:3 method="wB97M-V/def2-TZVPD" gap_ev=3.49 largest_force_ev_per_a=1.18 e_homo_ev=0.43 total_charge=-2
O 0.460 -0.047 -1.686
Cl -0.354 -0.028 1.448
Cl -4.439 -2.195 -1.042
H 2.529 0.862 3.330
C 2.327 0.005 2.688
H -1.873 -0.411 -1.336
O 0.664 2.891 1.017
O 2.866 2.523 1.161
H 3.299 -0.408 2.393
H 3.304 0.109 0.099
H -0.208 1.686 -0.778
H -5.563 -2.767 -3.017
C 1.680 -1.041 3.524
H 0.911 -1.670 3.073
H -0.194 1.706 -2.570
C 1.814 0.273 -1.368
C -5.292 -1.832 -2.540
C -1.836 0.613 -1.705
H 1.406 -2.009 5.117
H -6.177 -1.255 -2.301
H -2.462 1.216 -1.051
Cl -4.311 -0.894 -3.674
H 2.206 -1.302 0.018
C -0.383 1.090 -1.677
H 1.995 1.347 -1.471
H 2.423 -0.216 -2.147
C 2.258 -0.203 0.009
C 1.659 2.124 1.156
H -2.204 0.603 -2.730
B 1.517 0.476 1.304
N 1.979 -1.245 4.756

[8]
32
Properties=species:S:1:pos:R:3 method="wB97M-V/def2-TZVPD" gap_ev="4.73 / 4.71" largest_force_ev_per_a=4.74 e_homo_ev="-15.22 / -15.21" total_charge=+2
H 3.555 0.317 1.636
H -2.407 -2.165 -0.644
H 3.656 2.565 -0.149
I 0.770 3.100 0.884
N -3.065 -1.675 -0.048
O 0.474 -0.844 2.664
N -4.013 -0.057 1.015
H 2.895 -0.445 -3.004
H -4.606 1.931 0.561
C 3.494 -0.756 -2.135
C -4.364 1.292 1.416
C -4.703 -1.228 1.357
H 3.282 -1.803 -1.878
H 3.109 2.421 -1.863
H 4.885 -0.360 0.592
Cl 0.564 1.451 -3.095
S -2.281 0.980 -0.707
H -5.238 1.243 2.066
C 3.808 -0.356 0.805
H -5.557 -1.194 2.018
H -4.307 -3.327 0.667
H 4.562 -0.560 -2.287
H -3.553 1.778 1.965
C 0.536 -0.414 1.605
C 3.714 1.963 -1.065
Bi 0.324 0.519 -0.708
H 3.419 -1.370 0.979
C -2.991 -0.317 0.150
H 4.743 1.775 -1.394
C -4.101 -2.262 0.699
I 0.258 -2.499 -1.376
P 3.143 0.296 -0.725